Formula: C22H16ClCrF3N4O4S2
Source: the Open Molecules 2025 dataset
Level of theory: ωB97M-V with the def2-TZVPD basis set

Properties
frontier orbital gap (alpha / beta): 6.69 / 6.69 eV
HOMO energy (alpha / beta): -0.276 / -0.283 Ha

Structure (ORCA input):
```
! RIJCOSX wB97M-V def2-TZVPD def2/J DEFGRID3
* xyz 0 5
Cr -0.542 -0.227 0.938
Cl -0.619 -7.233 2.833
C -0.703 -5.518 2.662
C -0.943 -4.739 3.803
C -0.981 -3.376 3.699
C -0.775 -2.717 2.460
O -0.753 -1.433 2.406
C -0.595 -3.536 1.292
C -0.512 -2.947 0.002
O -0.586 -1.722 -0.233
C -0.543 -4.938 1.431
H -1.089 -5.221 4.758
H -1.158 -2.759 4.567
H -0.412 -3.630 -0.854
H -0.371 -5.548 0.558
N 0.291 0.462 -7.014
C 0.853 0.144 -5.802
C 0.209 -0.746 -4.934
C 0.770 -1.063 -3.714
C 1.985 -0.510 -3.355
C 2.661 0.337 -4.217
C 2.101 0.660 -5.436
S 2.613 -0.806 -1.706
O 2.629 -2.212 -1.427
O 3.828 -0.061 -1.522
N 1.428 -0.177 -0.737
C 0.797 0.906 -1.050
S 1.312 2.167 -2.151
C -0.120 3.065 -1.737
C -0.876 2.379 -0.855
N -0.374 1.173 -0.471
H -0.695 0.288 -7.117
H 0.634 1.286 -7.480
H -0.740 -1.174 -5.221
H 0.273 -1.726 -3.022
H 3.607 0.749 -3.903
H 2.615 1.331 -6.109
H -0.291 4.025 -2.174
H -1.811 2.710 -0.437
F -2.394 4.531 5.492
C -1.170 4.499 4.947
F -0.295 4.415 5.964
F -0.971 5.713 4.394
C -1.002 3.387 3.959
C -2.087 2.607 3.551
C -1.870 1.579 2.668
N -0.654 1.253 2.181
C 0.381 2.034 2.565
C 0.257 3.100 3.426
H -3.078 2.799 3.928
H -2.694 0.956 2.342
H 1.349 1.770 2.155
H 1.116 3.693 3.698
*
```

Atomic partial charges in e from the Löwdin method, atoms 1 to 4: atom 1 (Cr): 0.835, atom 2 (Cl): 0.664, atom 3 (C): -0.684, atom 4 (C): -0.087


Formula: C22H16N4O3Zn
Source: the Open Molecules 2025 dataset
Level of theory: ωB97M-V with the def2-TZVPD basis set

Properties
frontier orbital gap: 7.68 eV
HOMO energy: -0.306 Ha

Structure (ORCA input):
```
! RIJCOSX wB97M-V def2-TZVPD def2/J DEFGRID3
* xyz 0 1
Zn 0.631 -0.277 -0.346
C -0.068 -4.517 0.138
C 0.563 -3.196 -0.137
N -0.106 -2.125 -0.158
N -1.454 -2.062 0.058
C -1.989 -0.884 -0.231
O -1.344 0.107 -0.664
C -3.448 -0.736 0.024
C -3.869 0.545 0.360
C -5.199 0.689 0.798
C -6.063 -0.400 0.778
C -5.654 -1.711 0.465
C -4.280 -1.860 0.125
C 1.989 -2.970 -0.478
C 2.874 -4.032 -0.586
C 4.168 -3.781 -1.033
C 4.560 -2.502 -1.344
C 3.624 -1.492 -1.108
N 2.370 -1.709 -0.701
H 0.706 -5.155 0.591
H -0.413 -5.013 -0.759
H -0.951 -4.276 0.903
H -3.223 1.373 0.373
H -5.647 1.634 1.088
H -7.065 -0.311 1.042
H -6.319 -2.553 0.675
H -3.884 -2.832 0.032
H 2.576 -5.027 -0.342
H 4.889 -4.566 -1.093
H 5.540 -2.291 -1.751
H 3.856 -0.499 -1.456
O 3.054 1.756 -1.311
C 2.221 2.210 -0.565
N 1.225 1.491 0.165
C 0.498 2.322 0.926
O -0.419 2.030 1.651
C 1.006 3.708 0.669
C 0.537 4.835 1.303
C 1.110 6.032 0.903
C 2.116 6.036 -0.046
C 2.588 4.857 -0.633
C 1.987 3.669 -0.227
H -0.009 4.666 2.265
H 0.776 7.017 1.349
H 2.627 6.986 -0.283
H 3.316 4.815 -1.430
*
```

Atomic partial charges in e from the Löwdin method, atoms 1 to 4: atom 1 (Zn): 0.896, atom 2 (C): -0.019, atom 3 (C): -0.277, atom 4 (N): -0.048


Formula: C22H17ClN2O5
Source: the Open Molecules 2025 dataset
Level of theory: ωB97M-V with the def2-TZVPD basis set

Properties
frontier orbital gap: 7.52 eV
energy relative to the best compared isomer or geometry (same formula, charge and spin): 0.0 kcal/mol
SMILES string: COc1ccc(-n2c(=O)c(C(=O)C3C(=O)CCCC3=O)nc3c(Cl)cccc32)cc1
HOMO energy: -0.321 Ha

Structure (ORCA input):
```
! RIJCOSX wB97M-V def2-TZVPD def2/J DEFGRID3
* xyz 0 1
C 3.917 -0.588 6.635
O 3.972 0.337 5.540
C 3.175 0.157 4.432
C 2.305 -0.933 4.250
C 1.620 -1.037 3.005
C 1.731 -0.069 2.008
N 0.919 -0.125 0.847
C -0.450 0.142 0.922
O -0.947 0.405 2.034
C -1.313 0.123 -0.305
C -2.779 0.271 -0.200
O -3.341 0.157 0.887
C -3.714 0.550 -1.382
C -3.256 1.750 -2.207
O -2.803 2.690 -1.548
C -3.725 1.968 -3.627
C -3.683 0.651 -4.405
C -4.478 -0.454 -3.675
C -3.916 -0.662 -2.262
O -3.665 -1.798 -1.834
N -0.721 -0.106 -1.503
C 0.659 -0.367 -1.600
C 1.171 -0.712 -2.837
Cl 0.057 -0.730 -4.225
C 2.505 -1.076 -2.969
C 3.366 -1.078 -1.855
C 2.851 -0.687 -0.630
C 1.490 -0.412 -0.450
C 2.598 0.985 2.201
C 3.323 1.080 3.390
H 4.254 -1.583 6.286
H 4.558 -0.240 7.439
H 2.919 -0.678 7.069
H 2.146 -1.696 4.978
H 0.968 -1.895 2.779
H -4.680 0.833 -0.983
H -3.141 2.708 -4.154
H -4.736 2.366 -3.601
H -4.164 0.775 -5.373
H -2.663 0.381 -4.620
H -5.518 -0.158 -3.575
H -4.380 -1.404 -4.216
H 2.892 -1.377 -3.939
H 4.419 -1.345 -1.958
H 3.476 -0.715 0.242
H 2.692 1.763 1.455
H 4.091 1.832 3.534
*
```

Atomic partial charges in e from the Löwdin method, atoms 1 to 4: atom 1 (C): -0.071, atom 2 (O): -0.093, atom 3 (C): -0.262, atom 4 (C): 0.015


Calculated calculated total energy in order - -3968.65475 -3072.08659 -1794.42403 Eh